A molecular structure, C4H9NO. Source: OMol25; level of theory: ωB97M-V/def2-TZVPD.

```
15
Properties=species:S:1:pos:R:3
C -2.1098 0.3483 0.3501
C -1.0143 0.0535 -0.6472
N -0.0247 1.1380 -0.8046
C 0.3995 -0.1751 -0.3220
C 1.1329 -0.3628 0.8867
O 2.5483 -1.0777 0.0360
H -2.6063 -0.5630 0.7023
H -1.7043 0.8876 1.2120
H -2.8697 0.9862 -0.1182
H -1.3752 -0.4184 -1.5643
H 0.2252 1.2284 -1.7874
H 1.7030 -0.9556 -0.7098
H 0.9057 -1.2157 1.5233
H 1.6371 0.4615 1.3942
H 3.1526 -0.3353 -0.1512
```

Its LUMO energy is 0.94 eV. The HOMO energy comes out at -7.89 eV. The net charge is 0.

A single C4H9NO molecule in a non-equilibrium geometry. Source: OMol25; level of theory: ωB97M-V/def2-TZVPD.

```
15
Properties=species:S:1:pos:R:3
C -0.3015 -0.1675 -1.6024
C 0.0028 0.9148 -0.5340
N 0.0195 0.3487 0.8161
C 1.3041 -0.4297 0.9531
C -1.2985 -0.0694 1.2746
O -1.5579 -1.0932 1.8867
H -0.4998 0.2357 -2.6400
H -1.1953 -0.8295 -1.3077
H 0.4897 -0.9735 -1.6101
H -0.7807 1.7870 -0.6619
H 0.9714 1.2675 -0.9058
H 1.1183 -1.3328 1.6354
H 2.0817 0.2348 1.4181
H 1.7422 -0.6409 -0.0579
H -2.0960 0.7480 1.3358
```

As for the SMILES: CCN(C)C=O. Its LUMO energy is 0.94 eV. The HOMO energy comes out at -9.33 eV. The net charge is 0.

A single C4H9NO molecule in a non-equilibrium geometry. Source: OMol25; level of theory: ωB97M-V/def2-TZVPD.

```
15
Properties=species:S:1:pos:R:3
C 2.1715 -0.5509 0.3865
C 1.2133 0.8145 -0.2976
C -0.1003 0.2163 0.0771
O -0.0647 -0.6676 0.9209
N -1.2902 0.4798 -0.5150
C -2.4092 -0.3470 -0.0996
H 2.1595 -1.3695 -0.3358
H 3.1268 -0.0847 0.5235
H 1.9582 -1.0745 1.3652
H 1.5040 1.6385 0.3545
H 1.1928 1.3163 -1.3248
H -1.4563 1.3243 -1.0361
H -3.1296 -0.4244 -0.9131
H -2.0170 -1.3391 0.1395
H -2.9033 0.0342 0.8019
```

As for the SMILES: CCC(=O)NC. Its LUMO energy is 0.96 eV. The HOMO energy comes out at -9.13 eV. The net charge is 0.

A single C4H9NO molecule. Source: OMol25; level of theory: ωB97M-V/def2-TZVPD.

```
15
Properties=species:S:1:pos:R:3
C 1.9363 -1.0103 -0.7764
C 1.5507 -0.9204 0.4868
O 0.8496 0.2001 0.9157
N -0.2550 0.3127 -0.0173
C -1.3445 -0.4557 0.5405
C -0.6308 1.6761 -0.3111
H 1.8057 -0.1360 -1.4045
H 2.2594 -1.9342 -1.2334
H 1.6286 -1.7278 1.2173
H -2.0651 -0.6440 -0.2605
H -1.8478 0.0474 1.3807
H -0.9514 -1.4177 0.8787
H -1.1163 2.2160 0.5179
H 0.2232 2.2475 -0.6822
H -1.3585 1.5983 -1.1305
```

As for the SMILES: C=CON(C)C. Its LUMO energy is 1.11 eV. The HOMO energy comes out at -8.55 eV. The net charge is 0.

A single C4H9NO molecule. Source: OMol25; level of theory: ωB97M-V/def2-TZVPD.

```
15
Properties=species:S:1:pos:R:3
C 0.9248 -1.5019 0.4113
C -0.3572 -0.6761 0.4236
O -1.1598 -1.2287 1.4605
C -0.2397 0.7971 0.6280
C 0.1514 1.3310 -1.6881
N -0.1516 1.6135 -0.4207
H 0.6713 -2.5614 0.2981
H 1.5759 -1.2082 -0.4185
H 1.4719 -1.3732 1.3497
H -0.8452 -0.8080 -0.5676
H -1.9648 -0.6960 1.4977
H -0.3356 1.2417 1.6106
H -0.0095 2.0843 -2.4431
H 0.6480 0.3998 -1.9080
H -0.3801 2.5861 -0.2336
```

Its LUMO energy is 0.86 eV. The HOMO energy comes out at -6.89 eV. The net charge is 0.

A single C4H9NO molecule in a non-equilibrium geometry. Source: OMol25; level of theory: ωB97M-V/def2-TZVPD.

```
15
Properties=species:S:1:pos:R:3
C 0.9785 -0.3621 1.4339
N 0.0969 -0.3723 0.2951
C -1.2239 -0.2148 0.7347
C 0.4647 0.4850 -0.8224
C -0.2180 0.0638 -2.1893
O 0.0594 0.8642 -3.1651
H 0.7778 -1.1658 2.1692
H 2.0023 -0.4783 1.0514
H 0.9718 0.6293 2.0416
H -1.3040 -0.9590 1.5481
H -1.4582 0.7894 1.0977
H -1.9704 -0.4606 -0.0813
H 0.1919 1.5512 -0.8098
H 1.5781 0.5770 -1.0823
H -0.9469 -0.9470 -2.2214
```

As for the SMILES: CN(C)CC=O. Its LUMO energy is 0.72 eV. The HOMO energy comes out at -8.95 eV. The net charge is 0.

A single C4H9NO molecule in a non-equilibrium geometry. Source: OMol25; level of theory: ωB97M-V/def2-TZVPD.

```
15
Properties=species:S:1:pos:R:3
C 1.8546 -0.4955 -0.7212
C 1.0541 0.4156 0.1481
C -0.1743 0.9481 -0.6048
C -1.4788 0.3018 -0.5467
O -1.9515 -0.3536 0.5923
N 0.4788 -0.5532 1.2075
H 2.6760 -1.2379 -0.2748
H 1.0668 -1.2570 -1.1696
H 2.3236 0.0807 -1.6108
H 1.6412 1.2791 0.7073
H 0.0344 1.6771 -1.5562
H -0.7122 -0.3967 -1.0119
H -2.4167 0.6860 -1.0837
H 0.7660 -0.4762 2.1590
H -0.6530 -0.6743 0.9974
```

Its LUMO energy is -0.80 eV. The HOMO energy comes out at -7.98 eV. The net charge is 0.

A single C4H9NO molecule. Source: OMol25; level of theory: ωB97M-V/def2-TZVPD.

```
15
Properties=species:S:1:pos:R:3
C 2.1390 0.5970 0.7253
C 1.4205 0.0020 -0.4852
N -0.0363 0.0698 -0.3920
C -0.5846 -0.6866 0.4550
O -1.9115 -0.7846 0.6116
C -2.6934 -0.0378 -0.3136
H 1.9459 0.0141 1.6329
H 3.2216 0.6086 0.5596
H 1.8136 1.6267 0.9039
H 1.7500 -1.0334 -0.6415
H 1.7168 0.5585 -1.3804
H -0.0774 -1.3605 1.1559
H -3.7305 -0.3024 -0.1035
H -2.4243 -0.3038 -1.3398
H -2.5328 1.0353 -0.1807
```

As for the SMILES: CC/N=C/OC. Its LUMO energy is 1.10 eV. The HOMO energy comes out at -9.67 eV. The net charge is 0.

A single C4H9NO molecule in a non-equilibrium geometry. Source: OMol25; level of theory: ωB97M-V/def2-TZVPD.

```
15
Properties=species:S:1:pos:R:3
C 1.6922 0.1323 0.1478
C 0.9095 1.1853 -0.3350
C -0.3400 1.0219 0.4493
O -1.5428 1.4209 -0.1207
N -0.1605 -0.5403 0.6974
C -0.7618 -1.3892 -0.3279
H 2.0468 0.1196 1.1781
H 2.3612 -0.4090 -0.5170
H 0.8145 1.3795 -1.3968
H -0.3301 1.4380 1.4647
H -1.4875 1.2719 -1.0737
H -0.4835 -0.8205 1.6285
H -1.8474 -1.2700 -0.3927
H -0.5430 -2.4348 -0.1132
H -0.3277 -1.1055 -1.2887
```

As for the SMILES: C=C[C@@H](O)NC. Its LUMO energy is 0.97 eV. The HOMO energy comes out at -7.36 eV. The net charge is 0.

2 unconnected molecules or ions with the total composition C4H9NO2 in a non-equilibrium geometry. Source: OMol25; level of theory: ωB97M-V/def2-TZVPD.

```
16
Properties=species:S:1:pos:R:3
C -0.3626 0.0988 -0.9780
C 0.0027 0.7780 0.3420
C -0.7649 0.3918 1.6978
O -0.1364 0.8634 2.9522
N -0.5834 1.1352 -2.0573
C 0.8683 -0.9583 -1.3733
O 0.8341 -2.2739 -0.6848
H 0.9789 0.3534 0.5207
H -1.2662 -0.5660 -0.9445
H 1.7749 -0.0214 0.8583
H 0.1148 1.8687 0.3049
H -0.7039 -0.6972 1.6889
H -1.7501 0.7737 1.5930
H -1.5710 1.2147 -2.3039
H 0.7594 -1.0963 -2.4707
H 1.7037 -0.3540 -1.1158
```

Its LUMO energy is 5.86 eV. The HOMO energy comes out at 1.21 eV. The net charge is -2.

A single C4H9NO2 molecule. Source: OMol25; level of theory: ωB97M-V/def2-TZVPD.

```
16
Properties=species:S:1:pos:R:3
C 0.6000 0.8858 -1.5490
C 0.5691 -0.2750 -0.5626
O 1.7970 -0.9906 -0.5661
C 0.3574 0.2011 0.8803
C -1.1057 0.3125 1.2787
N -1.7910 -0.8742 1.2526
O -1.6423 1.3627 1.5800
H 1.4723 1.5163 -1.3440
H -0.3024 1.5009 -1.4638
H 0.6698 0.5247 -2.5828
H -0.2541 -0.9545 -0.8380
H 1.9905 -1.2387 -1.4789
H 0.8553 -0.5189 1.5404
H 0.8172 1.1805 1.0383
H -2.7271 -0.8776 1.6284
H -1.3060 -1.7550 1.1865
```

As for the SMILES: C[C@@H](O)CC(N)=O. Its LUMO energy is 0.76 eV. The HOMO energy comes out at -9.86 eV. The net charge is 0.

A molecular structure, C4H9NO2 in a non-equilibrium geometry. Source: OMol25; level of theory: ωB97M-V/def2-TZVPD.

```
16
Properties=species:S:1:pos:R:3
C -0.4149 0.4310 2.1295
C -0.2353 -0.8340 1.3485
N -1.5453 0.7723 -0.8859
O -0.6202 -0.2881 -0.6565
O -0.6947 -1.9064 1.5583
H -1.0863 1.5523 -1.3546
H -2.1813 0.3650 -1.5705
H -0.1478 0.2493 3.1712
H -1.4635 0.7288 2.0548
H 0.2112 1.2228 1.7222
C 0.9275 -0.0736 -0.8272
C 1.5303 -0.6746 -1.8876
H 2.3575 -0.1913 -2.3906
H 1.1311 0.9822 -0.6524
H 0.9557 -0.6511 0.4221
H 1.2761 -1.6846 -2.1814
```

Its LUMO energy (spin up / spin down) is 0.19 / 0.19 eV. The HOMO energy (spin up / spin down) comes out at -7.60 / -7.60 eV. The net charge is 0.

The records above yield total energy values of -7826.8858; -7830.2704; -7829.8702; -7828.4024; -7829.2057; -7829.4614; -7825.6400; -7830.8200; -7827.9693; -9867.9945; -9879.5560; -9872.6823 eV, respectively.
The records above yield energy relative to the best compared isomer or geometry (same formula, charge and spin) values of 125.3; 47.3; 56.5; 90.3; 71.8; 65.9; 154.0; 34.6; 100.3; 169.6; 11.6; 170.1 kcal per mole, respectively.